(1)
19
Properties=species:S:1:pos:R:3 method="wB97M-V/def2-TZVPD" e_lumo_ev=0.553 charge=0 relative_energy_ev=0.614 smiles="NC(=O)[C@H](N)CSS.O"
S 1.742 0.023 0.719
S 2.457 -1.748 -0.014
O -0.830 0.180 -1.225
O -2.031 0.001 -3.625
N -0.764 1.823 1.724
N -2.631 1.204 -0.413
C 0.177 -0.431 1.494
C -1.047 0.468 1.195
C -1.453 0.495 -0.233
H -1.599 -0.465 -2.899
H 0.379 -0.592 2.548
H -3.045 1.656 0.376
H -0.106 -1.410 1.088
H -0.477 1.825 2.687
H 2.865 -2.334 1.074
H -0.317 2.415 1.051
H -2.763 1.534 -1.347
H -1.792 -0.189 -4.553
H -1.866 0.093 1.822

---

(2)
18
Properties=species:S:1:pos:R:3 method="wB97M-V/def2-TZVPD" e_lumo_ev=0.559 charge=0 relative_energy_ev=6.784
Si -1.954 -1.074 0.482
O -0.353 1.838 0.463
O -2.819 0.142 0.004
N 0.804 1.114 0.533
N -2.520 1.166 -0.886
C 0.821 -0.308 -0.233
C -0.184 -1.244 0.563
C 2.335 -0.769 -0.316
H 0.301 -2.145 0.940
H -1.536 1.570 -0.693
H 0.409 -0.076 -1.253
H 2.903 -0.949 0.595
H 2.911 0.013 -0.942
H 1.110 0.936 1.570
H 2.502 -1.746 -0.897
H 1.521 1.763 -0.012
H -2.935 -1.936 1.036
H -3.314 1.704 -0.955

---

(3)
18
Properties=species:S:1:pos:R:3 method="wB97M-V/def2-TZVPD" e_lumo_ev=0.537 charge=0 relative_energy_ev=0.351 smiles="NCCNC(=O)O.O"
O -1.906 -0.383 -0.245
O 2.413 -1.635 -0.984
O -0.881 -0.144 -2.226
N 0.753 -0.659 1.846
N -0.079 0.897 -0.346
C -0.931 0.122 -1.049
C -0.354 1.448 0.967
C 0.401 0.730 2.098
H 1.313 1.291 2.306
H 2.647 -1.040 -1.701
H 0.702 1.236 -0.878
H -2.371 -1.054 -0.777
H 1.508 -1.907 -1.160
H -0.143 0.775 3.043
H 1.754 -0.772 1.838
H -0.061 2.485 0.896
H -1.426 1.446 1.142
H 0.348 -1.009 0.989

---

(4)
18
Properties=species:S:1:pos:R:3 method="wB97M-V/def2-TZVPD" e_lumo_ev=0.355 charge=0 relative_energy_ev=2.781 smiles=N[C@@H](O)[C@@H](O)[NH2+]C[O-]
O 2.330 -0.313 2.246
O -1.739 -1.461 -1.428
O 0.596 0.175 -1.502
N -1.997 0.670 -0.327
N 0.578 0.272 0.870
C -1.372 -0.641 -0.338
C 0.160 -0.459 -0.314
C 2.308 0.427 1.185
H 0.011 1.110 0.998
H 2.741 0.048 0.244
H 0.747 -0.351 1.788
H 2.414 1.523 1.280
H 0.405 1.119 -1.435
H -1.956 1.085 -1.252
H -1.210 -1.192 -2.193
H -2.976 0.598 -0.082
H 0.642 -1.438 -0.305
H -1.680 -1.173 0.565

---

(5)
18
Properties=species:S:1:pos:R:3 method="wB97M-V/def2-TZVPD" e_lumo_ev=0.534 charge=0 relative_energy_ev=0.766 smiles="NCCNC(=O)O.O"
O -1.326 0.410 -1.347
O 1.038 -2.909 0.840
O 0.356 -0.863 -2.048
N 0.708 0.853 -0.551
N -0.489 -0.124 2.011
C -0.551 1.294 1.679
C 0.287 1.839 0.463
C -0.045 0.021 -1.320
H -0.422 1.963 2.529
H -1.545 1.527 1.281
H -1.927 -0.084 -1.898
H 1.104 -3.181 -0.097
H -0.269 2.645 0.002
H 1.611 0.582 -0.189
H 0.317 -0.315 2.607
H 0.218 -2.403 0.862
H -0.362 -0.646 1.153
H 1.199 2.348 0.808

---

(6)
18
Properties=species:S:1:pos:R:3 method="wB97M-V/def2-TZVPD" e_lumo_ev=0.422 charge=0 relative_energy_ev=1.612 smiles="NCC(=O)NCO.O"
O -3.414 -0.231 0.179
O 1.805 -1.727 0.335
O -0.955 1.120 1.021
N -0.877 0.875 -1.880
N 1.009 0.278 1.297
C -0.064 0.088 -1.020
C 2.154 -0.558 1.039
C -0.011 0.600 0.417
H 0.873 -0.163 -1.528
H -3.337 0.016 1.109
H -0.474 -0.941 -0.835
H 0.813 0.531 2.265
H 2.821 0.030 0.285
H 1.924 -1.758 -0.618
H -1.842 1.006 -1.627
H 2.619 -0.974 1.958
H -0.464 1.747 -2.192
H -2.580 0.061 -0.203

---

(7)
19
Properties=species:S:1:pos:R:3 method="wB97M-V/def2-TZVPD" e_lumo_ev=0.540 charge=0 relative_energy_ev=1.520 smiles="CN(C)CNS(=O)(=O)O"
S -0.193 -2.343 -0.316
O -0.092 -2.020 1.056
O 0.466 -3.466 -0.876
O -1.691 -2.456 -0.819
N 0.297 -1.082 -1.271
N -0.004 0.856 0.335
C 0.883 -0.101 -0.175
C -0.519 1.840 -0.648
C 0.302 1.453 1.653
H -0.697 1.528 2.067
H 1.330 -0.722 0.744
H -1.215 2.586 -0.231
H -2.211 -1.604 -0.661
H 1.833 0.304 -0.586
H 0.312 2.275 -1.242
H -1.296 1.276 -1.187
H 0.809 0.789 2.345
H 0.955 -1.544 -1.949
H 0.728 2.430 1.762

---

(8)
16
Properties=species:S:1:pos:R:3 method="wB97M-V/def2-TZVPD" e_lumo_ev=-5.783 charge=+1 relative_energy_ev=3.040
P -1.050 -0.393 1.840
N -0.305 0.785 2.540
N 0.733 0.730 0.062
C 1.412 1.154 -1.179
C -0.362 -0.036 0.124
C -1.082 -0.377 -1.164
H -0.381 -2.713 1.204
H -0.564 0.201 -2.023
H 1.153 2.162 -1.393
H 1.278 0.929 0.844
H 2.450 1.075 -1.079
H -0.744 -1.325 -1.452
H 0.945 0.651 -2.078
H -2.129 -0.272 -1.136
H -0.829 -3.430 1.395
H -0.525 0.858 3.494

---

(9)
16
Properties=species:S:1:pos:R:3 method="wB97M-V/def2-TZVPD" e_lumo_ev="-1.194 / -1.196" charge=0 relative_energy_ev=3.600 smiles="CCNC.N=S"
S 3.900 -0.522 -0.366
N -0.819 -0.693 0.680
N 3.239 0.033 0.912
C -1.534 1.171 -0.671
C -0.762 0.643 0.500
C -0.159 -1.517 -0.305
H 2.534 0.908 0.761
H -0.779 -1.588 -1.093
H -2.651 0.996 -0.721
H 0.401 0.920 0.184
H -0.691 -0.966 1.560
H -1.364 2.204 -0.712
H -1.005 1.299 1.327
H 0.843 -1.199 -0.556
H -0.964 0.811 -1.606
H -0.190 -2.501 0.104

---

(10)
16
Properties=species:S:1:pos:R:3 method="wB97M-V/def2-TZVPD" e_lumo_ev=0.910 charge=0 relative_energy_ev=0.450 smiles="[H]/N=C/N.CCS"
S 0.678 -0.452 -2.085
N -1.249 0.327 1.478
N -2.672 -0.529 -0.127
C 1.843 -0.390 -0.651
C 1.929 0.973 -0.015
C -2.048 -0.579 1.077
H 1.405 -1.119 0.017
H -3.173 -1.355 -0.397
H 0.480 0.855 -2.269
H 2.923 1.194 0.402
H 1.253 1.043 0.834
H 1.702 1.798 -0.679
H -2.600 0.278 -0.717
H -0.880 0.103 2.395
H 2.779 -0.795 -1.037
H -2.370 -1.351 1.774

---

(11)
16
Properties=species:S:1:pos:R:3 method="wB97M-V/def2-TZVPD" e_lumo_ev=0.789 charge=0 relative_energy_ev=0.472
S 2.188 -0.598 2.037
N -0.158 1.137 0.138
N -2.228 0.579 -0.860
C 0.411 1.087 -1.208
C 1.402 -2.014 1.201
C -1.397 0.888 0.193
H 2.197 -2.657 0.828
H 0.829 -1.642 0.356
H 1.422 0.328 1.445
H -1.878 0.816 1.164
H -3.210 0.550 -0.676
H 0.132 0.134 -1.676
H 0.018 1.885 -1.847
H 0.749 -2.589 1.851
H 1.493 1.154 -1.184
H -1.968 0.943 -1.762

---

(12)
16
Properties=species:S:1:pos:R:3 method="wB97M-V/def2-TZVPD" e_lumo_ev=0.830 charge=0 relative_energy_ev=0.549 smiles="[H]/N=C/N.CCS"
S 1.057 -1.340 -1.289
N -1.555 1.429 0.491
N -2.324 0.329 -1.383
C -2.389 0.637 -0.067
C 1.740 -0.068 -0.162
C 2.340 -0.698 1.115
H -3.065 0.075 0.586
H 2.977 -0.018 1.682
H -3.117 -0.068 -1.857
H 1.572 -1.042 1.808
H -0.091 -1.575 -0.565
H -1.905 1.832 1.350
H 2.549 0.496 -0.632
H -1.684 0.891 -1.924
H 2.916 -1.533 0.718
H 0.978 0.654 0.129